Molecular formula: C37H78N2O9P
Method: DFT, the ωB97M-V functional and the def2-TZVPD basis

## Properties
LUMO level	-0.151	hartree
net charge	+1
total energy	-70318.7658	eV
E_HOMO	-10.753	eV

Last columns: bonded neighbours and bond lengths (Å).
Positions of all 127 atoms, in Å:
1 C 2.13457 1.03423 -3.87959  C2 1.586, H25 1.129, H26 1.121, H27 1.117
2 C 1.67837 -0.19680 -2.98980  C1 1.586, O3 1.209, N4 1.452
3 O 2.54862 -0.95812 -2.63744  C2 1.209
4 N 0.26840 -0.37384 -2.69129  C2 1.452, C5 1.484, N8 1.386
5 C -0.40042 0.86901 -2.23180  N4 1.484, C6 1.566, O7 1.202
6 C 0.26987 2.00752 -1.39124  C5 1.566, H28 1.129, H29 1.129, H30 1.118
7 O -1.54359 1.01979 -2.57130  C5 1.202
8 N 0.02452 -1.45595 -1.86081  N4 1.386, C9 1.405, C16 1.391
9 C 0.41282 -1.41612 -0.51099  N8 1.405, C10 1.448, H31 1.118
10 C 0.18497 -2.50006 0.42138  C9 1.448, P11 1.878, C14 1.505
11 P 0.82142 -2.29764 2.17703  C10 1.878, C12 1.872, O13 1.715
12 C -0.36696 -3.06180 3.40572  P11 1.872, H32 1.129, H33 1.120, H34 1.130
13 O 0.86845 -0.59944 2.40937  P11 1.715, H35 0.979
14 C -0.54265 -3.72773 -0.05809  C10 1.505, C15 1.473, H36 1.112
15 C -0.92059 -3.72296 -1.48160  C14 1.473, C16 1.481, H37 1.116
16 C -0.61480 -2.58043 -2.37262  N8 1.391, C15 1.481, O17 1.350
17 O -0.99409 -2.70137 -3.66222  C16 1.350, C18 1.468
18 C 0.13747 -2.69223 -4.59773  O17 1.468, C19 1.577, H38 1.130, H39 1.129
19 C 0.28043 -4.00645 -5.45797  C18 1.577, C20 1.577, C21 1.601, H40 1.131
20 C -0.95779 -4.98027 -5.39345  C19 1.577, H41 1.131, H42 1.120, H43 1.118
21 C 1.65934 -4.75481 -5.13830  C19 1.601, C22 1.581, H44 1.126, H45 1.128
22 C 2.69785 -4.67290 -6.32801  C21 1.581, C23 1.602, C24 1.584, H46 1.121
23 C 3.96328 -5.54719 -5.88044  C22 1.602, H47 1.119, H48 1.128, H49 1.129
24 C 2.15123 -5.34256 -7.65584  C22 1.584, H50 1.131, H51 1.119, H52 1.121
25 H 2.96335 0.61736 -4.52329  C1 1.129
26 H 1.30718 1.34941 -4.56676  C1 1.121
27 H 2.54822 1.85688 -3.24734  C1 1.117
28 H -0.38783 2.16711 -0.48748  C6 1.129
29 H 0.15788 2.95413 -1.99540  C6 1.129
30 H 1.33136 1.79130 -1.11481  C6 1.118
31 H 0.94843 -0.50608 -0.14513  C9 1.118
32 H 0.26389 -3.69836 4.09251  C12 1.129
33 H -1.18301 -3.67314 2.94332  C12 1.120
34 H -0.76104 -2.21695 4.04372  C12 1.130
35 H 1.70264 -0.35427 1.96002  O13 0.979
36 H -0.77284 -4.57552 0.62342  C14 1.112
37 H -1.45607 -4.61547 -1.88343  C15 1.116
38 H 0.03143 -1.75335 -5.21743  C18 1.130
39 H 1.08297 -2.54571 -3.99832  C18 1.129
40 H 0.36249 -3.66948 -6.53397  C19 1.131
41 H -0.87718 -5.65483 -6.29769  C20 1.131
42 H -0.87128 -5.64250 -4.49467  C20 1.120
43 H -1.93856 -4.45183 -5.48726  C20 1.118
44 H 2.17630 -4.33025 -4.23293  C21 1.126
45 H 1.41316 -5.82702 -4.88914  C21 1.128
46 H 3.08434 -3.63896 -6.52463  C22 1.121
47 H 4.28164 -5.33951 -4.82755  C23 1.119
48 H 4.79605 -5.39327 -6.62591  C23 1.128
49 H 3.63648 -6.62338 -5.97885  C23 1.129
50 H 1.37449 -4.65543 -8.10662  C24 1.131
51 H 3.00694 -5.40895 -8.37333  C24 1.119
52 H 1.64294 -6.32192 -7.46072  C24 1.121
53 C -3.70461 3.05127 -1.28221  C54 1.519, H58 1.092, H59 1.092, H60 1.091
54 C -4.09280 4.13573 -0.29147  C53 1.519, O55 1.419, H61 1.092, H62 1.094
55 O -3.14904 5.19266 -0.21005  C54 1.419, C56 1.420
56 C -2.90802 5.91463 -1.40895  O55 1.420, C57 1.518, H63 1.096, H64 1.092
57 C -4.14641 6.58682 -1.97480  C56 1.518, H65 1.091, H66 1.092, H67 1.092
58 H -2.72976 2.63241 -1.02544  C53 1.092
59 H -4.44464 2.24820 -1.27685  C53 1.092
60 H -3.63713 3.43410 -2.30150  C53 1.091
61 H -4.15167 3.69720 0.70657  C54 1.092
62 H -5.08857 4.53220 -0.51323  C54 1.094
63 H -2.43950 5.26223 -2.15491  C56 1.096
64 H -2.17016 6.68134 -1.16265  C56 1.092
65 H -4.91776 5.86368 -2.24514  C57 1.091
66 H -3.89249 7.15727 -2.87072  C57 1.092
67 H -4.58025 7.26755 -1.23870  C57 1.092
68 C 0.35023 -5.58816 8.53826  C69 1.519, H73 1.093, H74 1.092, H75 1.091
69 C 1.16741 -4.96195 7.42170  C68 1.519, O70 1.422, H76 1.092, H77 1.094
70 O 0.48027 -3.93165 6.72321  C69 1.422, C71 1.421
71 C 0.06937 -2.81248 7.49694  O70 1.421, C72 1.519, H78 1.095, H79 1.093
72 C 1.21900 -2.08165 8.16806  C71 1.519, H80 1.091, H81 1.092, H82 1.093
73 H -0.58452 -5.99528 8.14452  C68 1.093
74 H 0.91212 -6.39446 9.01400  C68 1.092
75 H 0.09038 -4.86317 9.31102  C68 1.091
76 H 1.40346 -5.73111 6.68352  C69 1.092
77 H 2.12586 -4.59057 7.79753  C69 1.094
78 H -0.68425 -3.11720 8.23011  C71 1.095
79 H -0.43033 -2.12818 6.80667  C71 1.093
80 H 1.75141 -2.71869 8.87574  C72 1.091
81 H 0.84789 -1.21178 8.71339  C72 1.092
82 H 1.94338 -1.74384 7.42275  C72 1.093
83 C 4.56895 0.47520 -8.90879  C84 1.519, H88 1.093, H89 1.092, H90 1.091
84 C 4.48789 1.51230 -7.80131  C83 1.519, O85 1.421, H91 1.092, H92 1.094
85 O 5.01008 1.06117 -6.55946  C84 1.421, C86 1.422
86 C 6.38026 0.68192 -6.55207  O85 1.422, C87 1.519, H93 1.095, H94 1.092
87 C 7.32402 1.80376 -6.94801  C86 1.519, H95 1.091, H96 1.092, H97 1.093
88 H 4.04047 -0.43652 -8.61757  C83 1.093
89 H 4.12121 0.86343 -9.82576  C83 1.092
90 H 5.59962 0.19792 -9.13350  C83 1.091
91 H 3.43827 1.75653 -7.62388  C84 1.092
92 H 4.97559 2.44492 -8.10080  C84 1.094
93 H 6.53098 -0.20004 -7.18332  C86 1.095
94 H 6.60764 0.37220 -5.52973  C86 1.092
95 H 7.14487 2.14932 -7.96730  C87 1.091
96 H 8.36026 1.46642 -6.88576  C87 1.092
97 H 7.19562 2.66208 -6.28436  C87 1.093
98 C -5.52864 10.12812 -1.77547  C99 1.520, H103 1.093, H104 1.092, H105 1.091
99 C -4.08008 10.56117 -1.62278  C98 1.520, O100 1.419, H106 1.092, H107 1.095
100 O -3.50554 11.05789 -2.82086  C99 1.419, C101 1.420
101 C -4.12887 12.19903 -3.39187  O100 1.420, C102 1.519, H108 1.095, H109 1.092
102 C -4.14019 13.40953 -2.47444  C101 1.519, H110 1.091, H111 1.092, H112 1.093
103 H -5.61761 9.36224 -2.55039  C98 1.093
104 H -5.90504 9.72169 -0.83403  C98 1.092
105 H -6.17545 10.95877 -2.06114  C98 1.091
106 H -3.48227 9.69510 -1.33051  C99 1.092
107 H -3.97320 11.29574 -0.81817  C99 1.095
108 H -5.14183 11.94875 -3.72502  C101 1.095
109 H -3.55949 12.44164 -4.29150  C101 1.092
110 H -4.70350 13.22415 -1.55839  C102 1.091
111 H -4.59439 14.26385 -2.98016  C102 1.092
112 H -3.12156 13.67680 -2.18364  C102 1.093
113 C -1.45205 -6.64452 14.04730  C114 1.519, H118 1.093, H119 1.092, H120 1.091
114 C -0.63460 -6.01831 12.93007  C113 1.519, O115 1.421, H121 1.092, H122 1.095
115 O -1.32227 -4.98885 12.23229  C114 1.421, C116 1.420
116 C -1.73224 -3.87058 13.00511  O115 1.420, C117 1.519, H123 1.095, H124 1.092
117 C -0.58178 -3.13874 13.67472  C116 1.519, H125 1.091, H126 1.092, H127 1.093
118 H -2.38671 -7.05186 13.65379  C113 1.093
119 H -0.88978 -7.45057 14.52318  C113 1.092
120 H -1.71126 -5.91880 14.81950  C113 1.091
121 H -0.39885 -6.78809 12.19260  C114 1.092
122 H 0.32433 -5.64640 13.30531  C114 1.095
123 H -2.48516 -4.17502 13.73968  C116 1.095
124 H -2.23269 -3.18752 12.31522  C116 1.092
125 H -0.04804 -3.77502 14.38238  C117 1.091
126 H -0.95245 -2.26848 14.21993  C117 1.092
127 H 0.14149 -2.80132 12.92819  C117 1.093